C6H10N2 | ωB97M-V with the def2-TZVPD basis set

Summary:
Highest occupied orbital energy, Eh: -0.2796
Total energy, Ha: -343.978173
Kohn-Sham gap, hartree: 0.2944
ΔE to the lowest compared entry with this formula, charge and spin, kcal/mol: 99.5
Total charge: 0

Each line ends with the Löwdin charge.
Geometry (Å):
C (-1.76, -0.02, 1.05)  -0.110
C (-1.27, 0.21, -0.36)  -0.228
C (-0.49, 1.27, -0.73)  -0.249
N (0.15, 2.14, 0.13)  0.062
H (-2.69, 0.50, 1.24)  0.076
H (-1.02, 0.29, 1.79)  0.060
H (-1.94, -1.09, 1.19)  0.059
H (-1.93, -0.17, -1.13)  0.096
H (-0.36, 1.51, -1.77)  0.109
H (0.21, 1.84, 1.09)  0.070
H (0.99, 2.56, -0.21)  0.074
C (0.15, -2.71, -0.40)  0.113
C (0.59, -1.58, -0.58)  -0.261
N (1.51, -0.66, -0.90)  -0.019
C (2.54, -0.35, -0.24)  -0.018
H (-0.65, -3.39, -0.27)  0.016
H (2.87, -0.87, 0.66)  0.084
H (3.11, 0.52, -0.57)  0.068

C28H83N3O12 | ωB97M-V with the def2-TZVPD basis set

Summary:
Highest occupied orbital energy, Eh: -0.3351
Total energy, Ha: -2183.565312
Kohn-Sham gap, hartree: 0.3569
ΔE to the lowest compared entry with this formula, charge and spin, kcal/mol: 0.0
Total charge: 0

Each line ends with the Löwdin charge.
Geometry (Å):
C (0.24, -4.18, 0.70)  -0.106
O (0.00, -5.16, -0.29)  -0.203
C (1.17, -5.52, -1.05)  -0.192
C (1.02, -6.99, -1.38)  -0.428
C (1.11, -7.89, -0.13)  -0.047
N (1.99, -7.48, -2.39)  0.029
H (1.25, -4.16, 1.12)  0.077
H (-0.49, -4.32, 1.49)  0.090
H (0.14, -3.18, 0.26)  0.072
H (1.33, -4.89, -1.93)  0.107
H (2.02, -5.33, -0.38)  0.108
H (0.04, -7.11, -1.84)  0.132
H (1.23, -7.28, 0.76)  0.074
H (1.91, -8.62, -0.23)  0.071
H (0.25, -8.54, -0.02)  0.073
H (1.96, -6.84, -3.18)  0.058
H (2.92, -7.36, -1.97)  0.071
C (-2.84, -4.04, -1.62)  -0.087
O (-2.78, -2.70, -2.08)  -0.206
C (-3.44, -1.79, -1.23)  -0.182
C (-4.98, -1.93, -1.18)  -0.432
C (-5.59, -1.26, -2.38)  -0.076
N (-5.47, -1.43, 0.11)  0.043
H (-2.42, -4.74, -2.35)  0.101
H (-3.79, -4.44, -1.27)  0.089
H (-2.17, -4.14, -0.75)  0.079
H (-3.04, -1.79, -0.21)  0.125
H (-3.24, -0.79, -1.62)  0.117
H (-5.22, -3.00, -1.27)  0.124
H (-5.31, -1.68, -3.36)  0.082
H (-5.28, -0.22, -2.53)  0.068
H (-6.68, -1.22, -2.44)  0.078
H (-6.44, -1.73, 0.20)  0.073
H (-5.54, -0.42, -0.04)  0.075
C (3.94, 0.12, 2.76)  -0.113
O (2.96, -0.25, 3.68)  -0.195
C (2.80, 0.61, 4.80)  -0.193
C (1.52, 0.21, 5.52)  -0.453
C (1.11, 1.12, 6.67)  -0.065
N (1.37, -1.22, 5.86)  0.052
H (4.19, 1.19, 2.71)  0.082
H (3.64, -0.14, 1.75)  0.064
H (4.90, -0.37, 2.96)  0.094
H (3.74, 0.66, 5.37)  0.134
H (2.54, 1.60, 4.39)  0.120
H (0.75, 0.43, 4.78)  0.093
H (1.49, 0.78, 7.64)  0.075
H (0.04, 0.90, 6.78)  0.065
H (1.16, 2.20, 6.52)  0.076
H (2.24, -1.44, 6.35)  0.078
H (1.59, -1.66, 4.96)  0.067
C (1.25, -3.00, -4.30)  -0.064
C (-0.05, -2.39, -3.75)  -0.285
O (-0.02, -2.39, -2.33)  -0.114
H (1.51, -2.70, -5.32)  0.072
H (1.26, -4.08, -4.23)  0.059
H (2.04, -2.51, -3.72)  0.077
H (-0.96, -2.90, -4.08)  0.112
H (-0.15, -1.37, -4.15)  0.104
H (-0.89, -2.73, -2.04)  0.061
C (0.45, 0.76, -1.48)  -0.068
C (0.93, 0.09, -0.22)  -0.276
O (1.74, -1.03, -0.64)  -0.127
H (-0.29, 0.13, -1.97)  0.054
H (1.20, 1.08, -2.21)  0.085
H (-0.08, 1.68, -1.20)  0.057
H (0.05, -0.10, 0.40)  0.096
H (1.48, 0.78, 0.42)  0.108
H (1.20, -1.53, -1.28)  0.044
C (-1.36, 1.88, 4.06)  -0.067
C (-1.24, 0.98, 2.82)  -0.295
O (-1.33, 1.81, 1.67)  -0.097
H (-0.45, 2.48, 4.07)  0.042
H (-1.46, 1.28, 4.97)  0.070
H (-2.32, 2.38, 4.01)  0.080
H (-1.96, 0.15, 2.87)  0.119
H (-0.26, 0.49, 2.77)  0.095
H (-2.19, 1.66, 1.25)  0.074
C (4.59, 0.58, -1.15)  -0.081
C (4.99, 2.03, -0.89)  -0.316
O (5.44, 2.20, 0.44)  -0.069
H (3.91, 0.26, -0.36)  0.039
H (5.44, -0.10, -1.17)  0.081
H (4.09, 0.49, -2.11)  0.078
H (4.12, 2.62, -1.20)  0.095
H (5.83, 2.23, -1.57)  0.110
H (5.92, 3.03, 0.48)  0.082
C (-2.51, 1.02, -4.45)  -0.074
C (-3.36, 2.26, -4.13)  -0.284
O (-2.46, 3.28, -3.67)  -0.105
H (-2.07, 0.76, -3.49)  0.053
H (-1.72, 1.14, -5.18)  0.077
H (-3.18, 0.17, -4.64)  0.072
H (-4.17, 2.14, -3.41)  0.102
H (-3.87, 2.63, -5.02)  0.107
H (-1.86, 3.52, -4.38)  0.087
C (1.56, 5.80, 3.17)  -0.069
C (0.65, 4.61, 2.85)  -0.305
O (0.98, 4.09, 1.56)  -0.096
H (2.31, 5.86, 2.38)  0.072
H (2.08, 5.71, 4.12)  0.067
H (1.03, 6.74, 3.06)  0.068
H (-0.41, 4.88, 2.89)  0.102
H (0.89, 3.83, 3.59)  0.083
H (0.47, 3.27, 1.51)  0.058
C (-0.03, 4.64, -1.68)  -0.080
C (1.50, 4.57, -1.70)  -0.330
O (1.90, 4.18, -3.00)  -0.074
H (-0.43, 5.20, -2.52)  0.077
H (-0.39, 5.02, -0.73)  0.066
H (-0.36, 3.60, -1.76)  0.038
H (1.89, 4.05, -0.82)  0.088
H (1.81, 5.60, -1.50)  0.109
H (2.83, 4.39, -3.12)  0.079
C (-3.14, 4.71, 1.12)  -0.084
C (-3.56, 4.28, -0.27)  -0.325
O (-3.24, 2.95, -0.59)  -0.077
H (-3.70, 4.18, 1.90)  0.073
H (-3.29, 5.77, 1.32)  0.077
H (-2.06, 4.61, 1.25)  0.048
H (-3.10, 4.96, -0.99)  0.109
H (-4.63, 4.50, -0.37)  0.109
H (-2.69, 2.90, -1.38)  0.048
O (3.52, -3.17, -0.15)  -0.069
H (3.15, -2.33, -0.47)  0.003
H (3.39, -3.13, 0.80)  0.027

C32H48O24 | ωB97M-V with the def2-TZVPD basis set

Summary:
Highest occupied orbital energy, Eh: -0.3852
Total energy, Ha: -3053.799484
Kohn-Sham gap, hartree: 0.3852
ΔE to the lowest compared entry with this formula, charge and spin, kcal/mol: 166.3
Total charge: 0

Each line ends with the Löwdin charge.
Geometry (Å):
C (0.45, 1.23, -8.55)  -0.004
C (-0.14, 2.52, -9.07)  -0.278
C (-0.92, 3.36, -7.99)  -0.109
O (0.04, 4.15, -7.38)  0.110
C (1.02, 4.33, -8.20)  -0.608
O (1.95, 5.12, -8.07)  0.136
O (0.89, 3.45, -9.15)  0.054
H (-0.35, 0.75, -7.98)  0.088
H (1.51, 1.33, -8.33)  0.112
H (0.39, 0.46, -9.32)  0.081
H (-0.47, 2.68, -10.10)  0.164
H (-1.33, 2.65, -7.27)  0.121
H (-1.83, 3.88, -8.29)  0.133
C (-2.22, -3.81, -5.25)  -0.012
C (-2.50, -4.92, -6.33)  -0.295
C (-3.92, -5.21, -6.70)  -0.090
O (-3.98, -5.01, -8.12)  0.091
C (-2.86, -4.43, -8.53)  -0.591
O (-2.66, -4.18, -9.70)  0.143
O (-2.02, -4.35, -7.52)  0.086
H (-1.16, -3.59, -5.18)  0.083
H (-2.58, -4.32, -4.36)  0.077
H (-2.73, -2.84, -5.27)  0.084
H (-1.90, -5.79, -6.07)  0.154
H (-4.67, -4.62, -6.17)  0.136
H (-4.07, -6.23, -6.36)  0.132
C (-6.57, -6.41, -0.43)  -0.010
C (-7.09, -7.64, 0.42)  -0.243
C (-7.78, -7.39, 1.80)  -0.087
O (-8.74, -8.42, 1.91)  0.085
C (-8.99, -8.88, 0.71)  -0.542
O (-9.80, -9.80, 0.44)  0.097
O (-8.26, -8.22, -0.22)  0.053
H (-6.52, -6.67, -1.49)  0.076
H (-5.56, -6.14, -0.12)  0.077
H (-7.27, -5.58, -0.39)  0.078
H (-6.31, -8.41, 0.43)  0.147
H (-8.25, -6.41, 1.89)  0.135
H (-7.11, -7.52, 2.64)  0.134
C (8.70, 1.42, -1.37)  -0.023
C (8.88, 1.58, -2.87)  -0.250
C (9.80, 0.56, -3.66)  -0.044
O (8.87, 0.13, -4.70)  0.061
C (7.62, 0.40, -4.40)  -0.648
O (6.69, 0.03, -5.03)  0.171
O (7.56, 1.35, -3.49)  0.074
H (9.62, 1.79, -0.93)  0.088
H (8.43, 0.37, -1.21)  0.090
H (7.83, 1.93, -0.95)  0.084
H (9.19, 2.57, -3.20)  0.145
H (10.12, -0.36, -3.17)  0.127
H (10.68, 0.98, -4.13)  0.126
C (1.93, 1.44, -1.61)  -0.009
C (1.55, 0.89, -0.17)  -0.251
C (0.28, 1.55, 0.34)  -0.132
O (-0.62, 0.50, 0.65)  0.092
C (-0.12, -0.64, 0.09)  -0.542
O (-0.54, -1.78, 0.24)  0.121
O (1.09, -0.47, -0.41)  0.073
H (2.74, 2.13, -1.35)  0.078
H (1.15, 1.89, -2.22)  0.079
H (2.20, 0.60, -2.25)  0.082
H (2.38, 0.91, 0.54)  0.152
H (-0.07, 2.41, -0.23)  0.129
H (0.73, 2.18, 1.11)  0.129
C (5.26, 6.22, 5.63)  -0.042
C (5.38, 5.20, 4.58)  -0.283
C (6.71, 4.46, 4.58)  -0.140
O (6.45, 3.10, 4.67)  0.084
C (5.14, 2.93, 4.94)  -0.532
O (4.59, 1.83, 5.05)  0.117
O (4.53, 4.10, 5.08)  0.082
H (5.61, 7.24, 5.46)  0.095
H (5.60, 5.90, 6.61)  0.099
H (4.18, 6.28, 5.75)  0.094
H (5.03, 5.57, 3.62)  0.158
H (7.35, 4.89, 5.35)  0.133
H (7.24, 4.63, 3.65)  0.134
C (0.17, -4.55, 4.82)  -0.001
C (-1.19, -4.48, 5.55)  -0.326
C (-2.51, -4.85, 4.79)  -0.059
O (-3.18, -5.76, 5.66)  0.068
C (-2.42, -5.89, 6.73)  -0.532
O (-2.95, -6.57, 7.63)  0.099
O (-1.18, -5.41, 6.55)  0.094
H (1.08, -4.48, 5.42)  0.088
H (0.35, -3.79, 4.07)  0.079
H (0.08, -5.42, 4.17)  0.084
H (-1.38, -3.53, 6.04)  0.151
H (-2.45, -5.33, 3.81)  0.128
H (-3.23, -4.03, 4.65)  0.128
C (-3.15, 8.74, 8.52)  -0.015
C (-3.61, 7.35, 8.02)  -0.342
C (-4.68, 7.41, 6.91)  -0.098
O (-4.15, 6.64, 5.85)  0.064
C (-2.86, 6.27, 6.19)  -0.497
O (-2.01, 5.87, 5.44)  0.155
O (-2.54, 6.73, 7.44)  0.071
H (-2.25, 8.61, 9.13)  0.085
H (-3.88, 9.21, 9.18)  0.080
H (-3.04, 9.44, 7.69)  0.087
H (-3.80, 6.70, 8.87)  0.153
H (-5.12, 8.34, 6.54)  0.135
H (-5.54, 6.93, 7.37)  0.124

C6H12 | ωB97M-V with the def2-TZVPD basis set

Summary:
Highest occupied orbital energy, Eh: -0.3718
Total energy, Ha: -235.777407
Kohn-Sham gap, hartree: 0.4197
ΔE to the lowest compared entry with this formula, charge and spin, kcal/mol: 25.6
Total charge: 0

Each line ends with the Löwdin charge.
Geometry (Å):
C (0.37, -1.47, 1.51)  -0.115
C (0.72, 0.02, 1.52)  -0.260
C (-0.23, 0.89, 0.68)  -0.194
C (0.03, 0.84, -0.81)  -0.309
C (-1.08, 0.80, -1.82)  -0.128
C (-0.19, -0.39, -1.65)  -0.135
H (0.36, -1.87, 0.50)  0.049
H (-0.62, -1.64, 1.95)  0.075
H (1.09, -2.05, 2.09)  0.069
H (0.72, 0.38, 2.56)  0.100
H (1.74, 0.16, 1.15)  0.108
H (-0.13, 1.94, 1.00)  0.110
H (-1.28, 0.61, 0.90)  0.115
H (0.89, 1.43, -1.11)  0.133
H (-2.10, 0.70, -1.45)  0.099
H (-1.00, 1.40, -2.72)  0.094
H (0.55, -0.61, -2.42)  0.099
H (-0.62, -1.28, -1.20)  0.087

Which of these has the highest total energy?
C6H12